one.
The following is a quantum chemistry calculation of a structure of composition C44H58N7O2PS2SbV, from OMol25.

```
116
Properties=species:S:1:pos:R:3:lowdin_spin:R:1
V 0.27241 1.11998 0.00098 0.96
N -0.57830 -0.16055 1.56583 0.01
C 0.32165 -0.29943 2.71529 0.00
C 1.49926 -1.15761 2.29695 0.00
N 2.09292 -0.68563 1.03634 0.00
C 2.24987 -1.73057 0.02540 0.00
C 2.11096 -1.15718 -1.36726 0.00
N 0.79228 -0.50121 -1.48111 0.01
C 3.33123 0.06408 1.23445 0.00
C 3.07197 1.53607 1.45148 0.00
N 2.33875 2.06980 0.28421 0.00
H -1.40782 0.36571 1.85471 0.00
H -0.85901 -1.08317 1.23848 0.00
H -0.17878 -0.74190 3.58156 0.00
H 0.63182 0.70455 3.01012 0.00
H 1.14254 -2.18185 2.15731 0.00
H 2.24682 -1.19444 3.09563 0.00
H 1.46564 -2.47555 0.16519 0.00
H 3.21002 -2.25615 0.11160 0.00
H 2.23751 -1.95185 -2.10659 0.00
H 2.88105 -0.40732 -1.56113 0.00
H 0.07485 -1.20308 -1.28542 0.00
H 0.62715 -0.23057 -2.44537 0.00
H 3.95857 -0.05012 0.34606 0.00
H 3.91363 -0.33647 2.07284 0.00
H 4.01783 2.05976 1.60831 0.00
H 2.45209 1.70022 2.33233 0.00
H 2.94407 2.02831 -0.53340 0.00
H 2.16974 3.05811 0.44606 0.00
C -3.46053 -6.15716 1.72501 0.00
C -2.29034 -6.71491 0.95862 0.00
C -2.02784 -8.08030 1.08531 0.00
C -0.96687 -8.68857 0.43637 0.00
C -0.12613 -7.92986 -0.36347 0.00
C -0.36743 -6.57285 -0.49510 0.00
C -1.44360 -5.95164 0.14554 0.00
Sb -1.51444 -3.87514 -0.38243 0.00
C -3.13848 -2.93083 0.64995 0.00
C -4.22037 -2.42633 -0.07225 0.00
C -5.18300 -1.63725 0.54305 0.00
C -5.04588 -1.30180 1.88150 0.00
C -3.97545 -1.80218 2.60778 0.00
C -3.02960 -2.63406 2.01671 0.00
C -1.92964 -3.20065 2.88173 0.00
C -2.34801 -4.01400 -2.34702 0.00
C -1.65838 -3.29036 -3.32018 0.00
C -2.06886 -3.26681 -4.64457 0.00
C -3.19517 -3.98609 -5.00987 0.00
C -3.87763 -4.72918 -4.05786 0.00
C -3.46883 -4.76952 -2.72643 0.00
C -4.21310 -5.64997 -1.76108 0.00
H -4.28817 -6.86690 1.72875 0.00
H -3.82335 -5.21817 1.31881 0.00
H -3.18434 -5.97935 2.76695 0.00
H -2.68454 -8.67758 1.70779 0.00
H -0.79920 -9.75134 0.55334 0.00
H 0.70775 -8.38755 -0.87940 0.00
H 0.29858 -5.98721 -1.12329 0.00
H -4.32515 -2.66138 -1.12552 0.00
H -6.03064 -1.27599 -0.02698 0.00
H -5.76056 -0.64884 2.36500 0.00
H -3.86998 -1.53003 3.65123 0.00
H -2.35186 -3.73665 3.73325 0.00
H -1.29868 -2.41070 3.29466 0.00
H -1.28710 -3.90796 2.35311 0.00
H -0.76922 -2.73176 -3.03845 0.00
H -1.51547 -2.69875 -5.38165 0.00
H -3.53967 -3.97935 -6.03599 0.00
H -4.74838 -5.30238 -4.35430 0.00
H -5.17195 -5.95732 -2.17661 0.00
H -4.40172 -5.14922 -0.81202 0.00
H -3.63469 -6.55078 -1.54534 0.00
C -2.43338 0.04579 -2.47197 0.00
P -1.96778 1.22468 -1.15883 0.00
C -3.56428 1.53206 -0.35254 0.00
C -1.63694 2.76227 -2.09144 0.00
C -2.34654 3.93790 -1.85809 0.00
C -2.00667 5.10982 -2.52160 0.00
C -0.95423 5.12711 -3.42420 0.00
C -0.23891 3.96227 -3.66697 0.00
C -0.57640 2.79346 -3.00062 0.00
H -3.27356 0.42150 -3.05675 0.00
H -2.71520 -0.90563 -2.01805 0.00
H -1.60490 -0.14547 -3.15498 0.00
H -4.30818 1.87344 -1.07389 0.00
H -3.46575 2.25260 0.45751 0.00
H -3.90327 0.59494 0.09346 0.00
H -3.16252 3.95504 -1.14705 0.00
H -2.56923 6.01403 -2.32724 0.00
H -0.69574 6.04166 -3.94148 0.00
H 0.57490 3.96061 -4.38090 0.00
H -0.01624 1.88900 -3.21436 0.00
N -0.42147 5.15170 8.14896 0.00
C -1.02040 4.49909 7.08834 0.00
C -2.03760 5.11430 6.35412 0.00
C -2.60078 4.47775 5.26384 0.00
C -2.15851 3.21724 4.88964 0.00
C -1.15332 2.59032 5.61853 0.00
C -0.58484 3.22304 6.70323 0.00
S -2.86575 2.39331 3.50575 0.00
O -3.93461 3.22784 3.00869 0.00
O -3.15881 1.03719 3.89878 0.00
N -1.69260 2.25091 2.41152 0.00
C -1.21637 3.27627 1.72398 0.00
S -1.64533 4.95719 1.90573 0.00
C -0.51608 5.39579 0.67409 0.00
C 0.08159 4.29477 0.18952 0.00
N -0.29275 3.09117 0.76296 0.00
H -0.94376 5.90432 8.56553 0.00
H 0.05185 4.57463 8.82376 0.00
H -2.38929 6.09683 6.64542 0.00
H -3.39671 4.95078 4.70375 0.00
H -0.82920 1.59459 5.34104 0.00
H 0.19553 2.73140 7.27237 0.00
H -0.39030 6.41625 0.35334 0.00
H 0.76498 4.29250 -0.65015 0.00
```

The spin multiplicity is 2. The expectation value of S² is 0.754. The HOMO-LUMO gap (spin up / spin down) is 7.40 / 6.91 eV. The HOMO energy (spin up / spin down) comes out at -9.602 / -9.112 eV. Its total charge is +1.


two.
The following is a quantum chemistry calculation of a structure of composition C44H58N7O2PS2SbV, from OMol25.

```
116
Properties=species:S:1:pos:R:3:lowdin_spin:R:1
V -2.47663 -0.17517 1.14592 0.94
N -4.58619 -0.74632 1.46279 0.00
C -4.68493 -1.91452 2.37840 0.00
C -3.43658 -2.04200 3.24203 0.00
N -2.20098 -1.87042 2.45591 0.01
C -1.06899 -1.48756 3.33824 0.00
C 0.12051 -0.97209 2.52643 0.00
N -0.34018 -0.14514 1.38735 0.00
C -1.86845 -3.08393 1.66773 0.00
C -2.46411 -3.07606 0.26414 0.00
N -2.23723 -1.75627 -0.35247 0.00
H -4.90581 0.10127 1.92630 0.00
H -5.22719 -0.88562 0.68961 0.00
H -4.81229 -2.80383 1.76371 0.00
H -5.56439 -1.85801 3.02478 0.00
H -3.45180 -3.00704 3.76359 0.00
H -3.43195 -1.26505 4.00426 0.00
H -0.76635 -2.32418 3.97846 0.00
H -1.43468 -0.68641 3.98075 0.00
H 0.71748 -1.79971 2.13754 0.00
H 0.77490 -0.40579 3.19275 0.00
H 0.30252 -0.26018 0.61799 0.00
H -0.29710 0.86042 1.61752 0.00
H -2.18087 -3.98376 2.20796 0.00
H -0.78368 -3.13227 1.57047 0.00
H -3.53549 -3.26559 0.27721 0.00
H -2.00546 -3.88197 -0.31460 0.00
H -2.80974 -1.64052 -1.18523 0.00
H -1.26757 -1.67978 -0.66936 0.00
C 1.15109 -4.36833 -1.44091 0.00
C 2.61934 -4.03800 -1.52171 0.00
C 3.54299 -5.07797 -1.57340 0.00
C 4.90273 -4.82693 -1.66728 0.00
C 5.35952 -3.52009 -1.71166 0.00
C 4.44927 -2.47519 -1.65668 0.00
C 3.08197 -2.71767 -1.56053 0.00
Sb 1.69463 -1.08110 -1.53792 0.00
C 1.87747 -0.61241 -3.61256 0.00
C 3.10103 -0.16194 -4.10081 0.00
C 3.25916 0.15413 -5.44059 0.00
C 2.18149 0.01814 -6.30286 0.00
C 0.96495 -0.43985 -5.82302 0.00
C 0.79151 -0.76373 -4.47886 0.00
C -0.55311 -1.26825 -4.01499 0.00
C 2.95554 0.33774 -0.54372 0.00
C 3.62708 -0.18450 0.56941 0.00
C 4.44909 0.60645 1.35215 0.00
C 4.60542 1.94914 1.02924 0.00
C 3.91844 2.47858 -0.04655 0.00
C 3.07294 1.69684 -0.83898 0.00
C 2.28948 2.39007 -1.92204 0.00
H 0.99823 -5.44597 -1.39852 0.00
H 0.60724 -3.99221 -2.31114 0.00
H 0.69602 -3.92661 -0.55023 0.00
H 3.18906 -6.10163 -1.54363 0.00
H 5.60213 -5.65136 -1.70781 0.00
H 6.41855 -3.31188 -1.78807 0.00
H 4.81908 -1.45739 -1.67863 0.00
H 3.94233 -0.04380 -3.42613 0.00
H 4.21494 0.50357 -5.80775 0.00
H 2.28959 0.26150 -7.35160 0.00
H 0.13158 -0.55866 -6.50549 0.00
H -1.17114 -1.55085 -4.86634 0.00
H -1.10051 -0.50091 -3.45739 0.00
H -0.45606 -2.14571 -3.37233 0.00
H 3.53532 -1.23768 0.81172 0.00
H 4.97253 0.17655 2.19627 0.00
H 5.25200 2.58333 1.62156 0.00
H 4.01715 3.53261 -0.27860 0.00
H 2.94224 3.01217 -2.53575 0.00
H 1.54621 3.04674 -1.46325 0.00
H 1.77504 1.69576 -2.58361 0.00
C -3.24896 3.12877 -0.49854 0.00
P -2.55444 1.44487 -0.69410 0.01
C -0.90084 1.80726 -1.38959 0.00
C -3.43845 0.88345 -2.20613 0.00
C -3.00005 1.20547 -3.49084 0.00
C -3.70405 0.78484 -4.60978 0.00
C -4.86400 0.03632 -4.46904 0.00
C -5.32181 -0.28351 -3.19969 0.00
C -4.61005 0.13909 -2.08503 0.00
H -4.26438 3.07345 -0.10341 0.00
H -3.27191 3.63377 -1.46461 0.00
H -2.63563 3.70546 0.19126 0.00
H -0.90061 2.67192 -2.05499 0.00
H -0.54289 0.93258 -1.94180 0.00
H -0.21712 2.03348 -0.57622 0.00
H -2.09798 1.78599 -3.63187 0.00
H -3.34332 1.04537 -5.59623 0.00
H -5.41240 -0.28810 -5.34327 0.00
H -6.23348 -0.85360 -3.07698 0.00
H -4.98956 -0.09596 -1.09824 0.00
N 4.26754 2.23552 5.82858 0.00
C 3.32363 2.58305 4.88719 0.00
C 3.24301 1.88725 3.67275 0.00
C 2.28110 2.21628 2.74225 0.00
C 1.37083 3.23614 3.01149 0.00
C 1.44395 3.93732 4.20683 0.00
C 2.40952 3.60924 5.14031 0.00
S 0.17681 3.65207 1.79662 0.00
O 0.81041 3.54959 0.50911 0.00
O -0.45525 4.88795 2.18508 0.00
N -0.88557 2.43246 1.85094 0.01
C -1.91273 2.40724 2.68824 0.01
S -2.36635 3.60697 3.87583 0.00
C -3.64329 2.57493 4.42107 0.00
C -3.67583 1.44527 3.69713 0.00
N -2.71768 1.33011 2.70131 0.01
H 5.06021 1.70108 5.51850 0.00
H 4.47220 2.90410 6.55082 0.00
H 3.95187 1.09512 3.46248 0.00
H 2.24366 1.69552 1.79065 0.00
H 0.75114 4.74605 4.39350 0.00
H 2.46647 4.15542 6.07366 0.00
H -4.30736 2.86735 5.21604 0.00
H -4.39668 0.65780 3.85955 0.00
```

The spin multiplicity is 2. The expectation value of S² is 0.756. The HOMO-LUMO gap (spin up / spin down) is 7.25 / 6.71 eV. The HOMO energy (spin up / spin down) comes out at -9.349 / -8.799 eV. Its total charge is +1.


The structure with the least stability is one.


one.
The following is a quantum chemistry calculation of the molecule C19H21ClN2O5S, from OMol25.

```
49
Properties=species:S:1:pos:R:3:mulliken_charge:R:1
O 1.69851 0.64708 -0.74611 -0.64
C 2.47562 0.65720 0.18588 0.96
C 2.04093 1.11022 1.58889 -1.06
O 0.72835 1.60750 1.60330 -0.46
C -0.31598 0.76122 1.45526 0.57
C -0.22726 -0.61267 1.25357 -0.28
C -1.37584 -1.37499 1.12542 -1.31
C -2.61406 -0.77672 1.21731 0.05
S -4.07819 -1.77980 0.96105 1.37
O -5.23318 -1.06025 1.40056 -0.69
O -3.81416 -3.08523 1.48900 -0.73
N -4.20533 -1.97051 -0.68694 -0.27
C -4.63057 -0.82051 -1.45586 -1.37
C -3.61325 0.29120 -1.53767 0.87
C -2.28304 0.02287 -1.83756 -0.10
C -1.34602 1.04024 -1.86541 -0.44
C -1.73508 2.34505 -1.61503 -0.46
C -3.06136 2.62746 -1.33881 -0.64
C -3.99238 1.60458 -1.29239 -0.55
C -2.73650 0.57945 1.44847 -0.56
C -1.59178 1.34205 1.55964 0.58
Cl -1.70339 3.03151 1.82999 -0.21
N 3.76861 0.29269 0.05408 0.04
C 4.77508 0.17999 1.08665 -0.67
C 5.24617 -1.28165 1.16163 -0.55
O 5.73046 -1.72446 -0.08067 -0.37
C 4.74070 -1.62570 -1.08126 -0.59
C 4.25278 -0.18274 -1.23120 -0.61
H 2.65596 1.95795 1.90456 0.53
H 2.15366 0.28784 2.30913 0.43
H 0.73400 -1.09259 1.16859 0.38
H -1.32030 -2.44090 0.97094 0.42
H -3.41376 -2.46923 -1.06013 0.34
H -5.53457 -0.46125 -0.96065 0.46
H -4.89682 -1.16919 -2.45999 0.34
H -1.97182 -0.99192 -2.04582 0.36
H -0.31036 0.81575 -2.06414 0.45
H -1.00205 3.13711 -1.63097 0.39
H -3.37027 3.64385 -1.14450 0.39
H -5.02441 1.82337 -1.05925 0.38
H -3.71628 1.01800 1.54137 0.59
H 4.39776 0.49956 2.05449 0.44
H 5.62779 0.81126 0.80938 0.25
H 6.07239 -1.38175 1.86687 0.35
H 4.40826 -1.91733 1.48972 0.32
H 5.20458 -1.97429 -2.00439 0.34
H 3.88904 -2.27705 -0.83260 0.32
H 3.43535 -0.11891 -1.94930 0.37
H 5.08198 0.45464 -1.55511 0.30
```

The HOMO-LUMO gap is 9.10 eV. The SMILES is O=C(COc1ccc(S(=O)(=O)NCc2ccccc2)cc1Cl)N1CCOCC1. The HOMO energy comes out at -8.742 eV. Its total charge is 0.


two.
The following is a quantum chemistry calculation of the molecule C19H21ClN2O5S, from OMol25.

```
49
Properties=species:S:1:pos:R:3:mulliken_charge:R:1
C 1.66527 -4.14184 -3.68460 -1.56
C 1.51385 -4.08779 -2.20037 0.34
C 2.14569 -5.00264 -1.35812 0.52
Cl 3.18555 -6.21353 -2.02386 -0.24
C 1.96688 -4.99010 0.01511 -0.67
C 1.13351 -4.04571 0.58691 -0.65
C 0.50697 -3.11087 -0.21331 -0.60
C 0.70915 -3.12329 -1.58878 0.48
N 0.05831 -2.12953 -2.35773 -0.01
C 0.67967 -1.21463 -3.13745 0.37
O 1.84898 -1.22373 -3.44247 -0.62
C -0.27325 -0.11653 -3.63899 -0.49
O -1.36565 0.13535 -2.78090 -0.54
C -1.12185 0.63166 -1.53570 0.50
C 0.14554 0.88176 -1.01425 -0.02
C 0.26736 1.34842 0.28457 -0.59
C -0.85996 1.56371 1.04986 -0.40
S -0.71991 2.15822 2.72722 1.41
O -1.59964 1.40376 3.56932 -0.75
O 0.66770 2.24217 3.08726 -0.72
N -1.39465 3.69488 2.55433 0.05
C -1.88308 4.26141 3.79899 -0.54
C -2.61850 5.56116 3.47339 -0.62
O -1.77001 6.46763 2.80649 -0.38
C -1.27127 5.91576 1.61309 -0.72
C -0.50676 4.61532 1.87440 -0.38
C -2.12439 1.32705 0.53929 -0.29
C -2.25745 0.86162 -0.75103 -0.95
H 0.72103 -3.90019 -4.16930 0.33
H 2.40116 -3.40626 -4.00890 0.29
H 1.99066 -5.12763 -4.00319 0.54
H 2.47406 -5.71922 0.62672 0.44
H 0.98289 -4.03249 1.65462 0.38
H -0.13172 -2.35604 0.22327 0.44
H -0.89046 -1.91471 -2.07842 0.30
H -0.72041 -0.44569 -4.58180 0.34
H 0.31114 0.79043 -3.83062 0.32
H 1.03637 0.70760 -1.59600 0.46
H 1.23587 1.53657 0.72014 0.54
H -2.54708 3.52783 4.25480 0.42
H -1.04895 4.47174 4.48366 0.32
H -2.94147 6.06171 4.38701 0.36
H -3.49248 5.33610 2.84441 0.33
H -0.61237 6.66945 1.17942 0.35
H -2.10159 5.70775 0.92091 0.34
H -0.19664 4.15684 0.93384 0.34
H 0.38397 4.81625 2.48609 0.29
H -2.98128 1.49964 1.16929 0.46
H -3.22604 0.66079 -1.18066 0.46
```

The HOMO-LUMO gap is 9.62 eV. The SMILES is Cc1c(Cl)cccc1NC(=O)COc1ccc(S(=O)(=O)N2CCOCC2)cc1. The HOMO energy comes out at -9.141 eV. Its total charge is 0.


The structure with the least stability is one.


one.
The following is a quantum chemistry calculation of the molecule C3H6N2S, from OMol25.

```
12
Properties=species:S:1:pos:R:3:mulliken_charge:R:1
N -1.17572 -0.14642 0.87536 -0.39
C -0.47908 0.12196 -0.26680 0.86
N -1.12066 0.28108 -1.42408 -0.41
C 0.91072 0.13467 -0.27285 -0.30
C 1.67585 -0.10536 0.87564 -0.57
S 3.26339 -0.44869 0.86799 -0.33
H -2.19542 -0.13995 0.85961 0.19
H -0.76843 -0.60537 1.65925 0.18
H -0.60972 0.28302 -2.29470 0.20
H -2.12411 0.48982 -1.47887 0.20
H 1.46314 0.29517 -1.22364 0.18
H 1.16004 -0.15994 1.82310 0.21
```

The HOMO-LUMO gap is 7.85 eV. The SMILES is NC(N)=CC=S. The HOMO energy comes out at -7.445 eV. Its total charge is 0.


two.
The following is a quantum chemistry calculation of the molecule C3H6N2S, from OMol25.

```
12
Properties=species:S:1:pos:R:3:mulliken_charge:R:1
H 0.59932 -2.81300 0.20380 0.25
N 0.69013 -1.75468 0.11414 -0.52
C -0.43455 -1.25653 0.07382 0.08
N -0.69140 0.11366 -0.10031 -0.16
S -2.31542 0.65735 -0.03674 -0.18
C 0.31387 1.09203 -0.29299 -0.07
C 1.62012 0.95342 -0.28542 -0.75
H -1.46118 -1.80412 0.17858 0.26
H -2.42898 0.97325 1.29277 0.15
H -0.12945 2.05820 -0.53560 0.34
H 2.03608 -0.02234 -0.15445 0.33
H 2.20146 1.80277 -0.45760 0.27
```

The HOMO-LUMO gap is 9.41 eV. The SMILES is [H]/N=C/N(S)C=C. The HOMO energy comes out at -8.758 eV. Its total charge is 0.


The structure with the least stability is two.